Record 1
{
  "formula": "C23H46Cl2N4O8PS4",
  "method": "wB97M-V/def2-TZVPD",
  "symbols": ["C", "P", "C", "N", "C", "N", "C", "N", "Cl", "N", "C", "C", "C", "Cl", "H", "H", "H", "H", "H", "H", "H", "H", "H", "H", "H", "H", "H", "H", "C", "C", "C", "S", "O", "O", "C", "H", "H", "H", "H", "H", "H", "H", "H", "C", "C", "C", "S", "O", "O", "C", "H", "H", "H", "H", "H", "H", "H", "H", "C", "C", "C", "S", "O", "O", "C", "H", "H", "H", "H", "H", "H", "H", "H", "C", "C", "C", "S", "O", "O", "C", "H", "H", "H", "H", "H", "H", "H", "H"],
  "positions_angstrom": [[2.30, -0.96, 3.04], [1.13, -0.49, 1.74], [2.10, -0.22, 0.23], [0.27, -2.03, 1.45], [0.74, -3.26, 1.59], [-0.13, -4.19, 1.24], [-1.20, -3.50, 0.87], [-2.33, -4.07, 0.41], [-2.48, -5.73, 0.29], [-1.02, -2.18, 1.00], [-1.99, -1.13, 0.67], [-2.20, -0.06, 1.73], [-2.59, -0.60, 3.10], [-1.73, 0.24, 4.42], [3.00, -0.13, 3.16], [2.84, -1.88, 2.86], [1.73, -1.07, 3.96], [2.39, 0.83, 0.29], [2.98, -0.83, 0.11], [1.43, -0.33, -0.63], [1.74, -3.49, 1.91], [-3.14, -3.53, 0.14], [-1.78, -0.69, -0.30], [-2.94, -1.65, 0.56], [-3.01, 0.57, 1.37], [-1.34, 0.60, 1.84], [-3.64, -0.44, 3.29], [-2.40, -1.67, 3.21], [3.39, -6.87, -1.64], [4.09, -6.63, -0.29], [4.78, -5.26, -0.37], [3.82, -4.29, -1.54], [4.63, -4.01, -2.69], [3.14, -3.22, -0.83], [2.65, -5.58, -1.96], [2.71, -7.72, -1.59], [4.14, -7.08, -2.41], [3.35, -6.62, 0.51], [4.81, -7.41, -0.06], [4.80, -4.74, 0.58], [5.79, -5.34, -0.77], [2.38, -5.47, -3.01], [1.78, -5.45, -1.33], [-7.23, 1.83, -1.09], [-6.57, 2.63, -2.22], [-5.09, 2.83, -1.84], [-4.65, 1.43, -0.80], [-4.36, 1.91, 0.53], [-3.72, 0.56, -1.48], [-6.28, 0.67, -0.78], [-8.21, 1.46, -1.37], [-7.34, 2.46, -0.20], [-6.64, 2.06, -3.15], [-7.06, 3.58, -2.38], [-4.44, 2.84, -2.70], [-4.94, 3.73, -1.25], [-6.44, 0.21, 0.19], [-6.29, -0.08, -1.57], [-5.10, 6.66, 1.72], [-3.76, 7.27, 2.13], [-2.79, 7.08, 0.96], [-3.80, 7.05, -0.52], [-3.71, 5.73, -1.12], [-3.56, 8.22, -1.32], [-5.38, 7.18, 0.31], [-5.90, 6.94, 2.41], [-5.03, 5.57, 1.71], [-3.88, 8.34, 2.34], [-3.37, 6.81, 3.04], [-2.07, 7.89, 0.87], [-2.27, 6.12, 1.02], [-6.12, 6.61, -0.24], [-5.65, 8.24, 0.32], [6.93, 0.03, -2.52], [8.28, -0.09, -1.81], [8.00, -0.14, -0.30], [6.36, -0.86, -0.12], [5.47, 0.14, 0.44], [6.45, -2.17, 0.47], [6.02, -1.01, -1.87], [7.01, -0.14, -3.59], [6.52, 1.03, -2.37], [8.77, -1.02, -2.12], [8.94, 0.73, -2.05], [8.71, -0.77, 0.24], [7.97, 0.85, 0.14], [4.96, -0.83, -2.04], [6.28, -2.02, -2.17]],
  "charge": 1,
  "gap_ev": 9.344,
  "spin_multiplicity": 1,
  "e_lumo_ev": -2.2
}


Record 2
{
  "formula": "C23H46N2O6ReSi4",
  "method": "wB97M-V/def2-TZVPD",
  "symbols": ["Re", "O", "C", "C", "N", "C", "C", "O", "O", "C", "C", "O", "O", "H", "H", "H", "H", "H", "H", "H", "H", "H", "C", "Si", "C", "C", "C", "Si", "C", "C", "C", "Si", "C", "C", "C", "C", "C", "C", "C", "N", "H", "H", "H", "H", "H", "H", "H", "H", "H", "H", "H", "H", "H", "H", "H", "H", "H", "H", "H", "H", "H", "H", "H", "H", "H", "H", "H", "H", "C", "Si", "C", "C", "O", "H", "H", "H", "H", "H", "H", "H", "H", "H"],
  "positions_angstrom": [[0.65, -0.38, 0.22], [2.93, 1.39, 2.17], [4.14, 0.93, 1.63], [3.99, -0.04, 0.46], [2.89, -1.03, 0.60], [2.87, -1.62, 1.96], [1.71, -1.16, 2.83], [1.72, -1.38, 4.02], [0.71, -0.59, 2.20], [3.09, -2.09, -0.40], [1.85, -2.96, -0.49], [1.87, -4.09, -0.89], [0.76, -2.34, -0.09], [2.30, 1.58, 1.47], [4.68, 0.46, 2.45], [4.78, 1.75, 1.28], [4.94, -0.58, 0.36], [3.81, 0.49, -0.47], [3.79, -1.42, 2.50], [2.79, -2.71, 1.89], [3.95, -2.72, -0.16], [3.26, -1.63, -1.37], [-3.83, -2.25, 1.62], [-2.03, -1.70, 1.90], [-2.06, -0.90, 3.60], [-1.07, -3.30, 2.06], [-1.49, -0.58, 0.44], [-2.18, 1.15, 0.77], [-1.27, 2.05, 2.15], [-4.00, 1.21, 1.27], [-2.12, 2.20, -0.80], [-2.12, -1.33, -1.15], [-3.79, -0.77, -1.80], [-2.05, -3.19, -1.36], [-0.82, -0.77, -2.44], [-1.01, -0.83, -3.82], [0.02, -0.51, -4.68], [1.25, -0.13, -4.15], [1.37, -0.08, -2.78], [0.37, -0.39, -1.94], [-4.11, -2.88, 2.46], [-3.98, -2.84, 0.72], [-4.52, -1.41, 1.60], [-2.26, -1.70, 4.32], [-2.86, -0.16, 3.71], [-1.11, -0.44, 3.87], [-1.58, -3.90, 2.82], [-0.04, -3.15, 2.40], [-1.04, -3.88, 1.14], [-1.73, 1.83, 3.11], [-1.35, 3.13, 1.99], [-0.21, 1.80, 2.24], [-4.21, 0.78, 2.25], [-4.65, 0.74, 0.53], [-4.28, 2.27, 1.31], [-1.49, 1.77, -1.58], [-1.76, 3.20, -0.58], [-3.13, 2.31, -1.22], [-4.58, -1.05, -1.10], [-4.01, -1.28, -2.75], [-3.84, 0.30, -1.97], [-2.76, -3.74, -0.74], [-1.05, -3.58, -1.16], [-2.29, -3.41, -2.41], [-1.97, -1.14, -4.20], [-0.12, -0.56, -5.76], [2.08, 0.13, -4.78], [2.30, 0.23, -2.32], [0.62, 3.24, -2.45], [1.53, 2.87, -0.85], [3.35, 2.86, -1.30], [1.23, 4.22, 0.39], [1.07, 1.44, -0.10], [1.23, 3.97, -3.00], [-0.36, 3.67, -2.28], [0.50, 2.37, -3.09], [3.56, 3.85, -1.71], [3.61, 2.14, -2.07], [4.01, 2.72, -0.44], [1.52, 5.18, -0.04], [1.82, 4.07, 1.30], [0.19, 4.28, 0.69]],
  "e_above_lowest_kcal_mol": 3.2,
  "s_squared": 0.762,
  "gap_ev": [7.348, 7.385],
  "spin_multiplicity": 2,
  "e_lumo_ev": [-0.5, -0.4]
}


Record 3
{
  "formula": "C23H46N3O2PPt",
  "method": "wB97M-V/def2-TZVPD",
  "symbols": ["C", "N", "C", "C", "C", "C", "Pt", "C", "N", "C", "C", "C", "P", "C", "C", "C", "C", "C", "C", "C", "C", "C", "C", "H", "H", "H", "H", "H", "H", "H", "H", "H", "H", "H", "H", "H", "H", "H", "H", "H", "H", "H", "H", "H", "H", "H", "H", "H", "H", "H", "H", "H", "H", "H", "H", "H", "H", "H", "C", "H", "H", "H", "O", "H", "C", "N", "C", "C", "O", "H", "H", "H", "H", "H", "H", "H"],
  "positions_angstrom": [[1.17, 2.93, -0.08], [1.15, 2.03, 0.92], [1.59, 2.23, 2.17], [2.02, 3.53, 2.51], [1.96, 4.53, 1.55], [1.51, 4.23, 0.27], [0.79, 0.01, 0.36], [1.72, 1.04, 3.06], [0.79, -0.01, 2.55], [-0.61, 0.19, 3.14], [-1.22, 1.57, 2.96], [1.27, 2.26, -1.42], [0.23, 0.72, -1.70], [1.08, 0.17, -3.37], [0.24, 0.68, -4.54], [-1.63, 0.98, -1.84], [-2.23, -0.33, -2.39], [-2.28, 1.24, -0.46], [-1.97, 2.19, -2.72], [2.47, 0.70, -3.55], [1.08, -1.37, -3.31], [1.28, -1.37, 3.05], [2.74, -1.71, 2.79], [2.38, 3.68, 3.52], [2.15, 5.59, 1.83], [1.51, 4.95, -0.53], [1.40, 2.91, -2.23], [-3.37, 1.32, -0.63], [-2.12, 0.40, 0.24], [-1.93, 2.19, -0.01], [-3.07, 2.30, -2.70], [-1.51, 3.12, -2.33], [-1.65, 2.06, -3.77], [-3.31, -0.17, -2.49], [-1.83, -0.62, -3.36], [-2.07, -1.16, -1.69], [0.74, 0.35, -5.45], [-0.79, 0.32, -4.57], [0.23, 1.77, -4.55], [2.52, 1.77, -3.54], [3.17, 0.30, -2.84], [2.81, 0.36, -4.51], [0.07, -1.82, -3.19], [1.48, -1.74, -4.27], [1.72, -1.76, -2.49], [2.77, 0.68, 3.04], [1.48, 1.33, 4.10], [-1.19, -0.60, 2.65], [-0.51, -0.06, 4.21], [0.62, -2.09, 2.57], [1.08, -1.40, 4.13], [2.81, -2.81, 2.76], [3.12, -1.31, 1.85], [3.38, -1.36, 3.63], [-2.27, 1.44, 3.23], [-0.75, 2.31, 3.64], [-1.18, 1.90, 1.90], [-0.15, -1.23, 0.19], [3.61, -0.49, -0.54], [4.22, -0.45, 0.35], [4.26, -0.04, -1.31], [3.15, -1.46, -0.82], [2.59, 0.39, -0.11], [2.28, 1.69, -1.30], [-4.67, -3.83, 1.85], [-3.35, -3.94, 1.22], [-2.89, -5.24, 0.81], [-2.50, -2.90, 1.21], [-2.83, -1.75, 1.51], [-5.40, -4.36, 1.20], [-4.91, -2.76, 1.96], [-4.65, -4.35, 2.84], [-2.45, -5.22, -0.19], [-2.14, -5.66, 1.48], [-3.72, -5.93, 0.79], [-1.51, -3.13, 0.76]],
  "charge": 3,
  "s_squared": 8.795,
  "gap_ev": [5.063, 4.738],
  "spin_multiplicity": 6,
  "e_lumo_ev": [-8.5, -13.1]
}